Model w:
21
Properties=species:S:1:pos:R:3 method="wB97M-V/def2-TZVPD" total_charge=0 smiles="N[C@@H](CS)C(=O)NCC(=O)O" lumo_ev=0.35
C 0.293 -1.791 0.298
C 0.642 -0.592 -0.613
C 0.389 -1.360 1.777
C 0.042 1.651 -1.198
C -1.171 2.534 -1.343
H 1.045 -3.325 -0.706
H 2.014 -2.251 -0.273
H -0.747 -2.138 0.132
H 0.584 -2.204 2.396
H 1.320 -0.806 1.884
H -0.704 0.730 2.160
H -1.102 0.239 -0.184
H 0.721 2.137 -0.438
H 0.724 1.567 -2.034
H -2.507 3.345 -0.223
N 1.289 -2.843 0.152
N -0.298 0.345 -0.735
O 1.779 -0.547 -1.079
O -1.570 3.052 -2.348
O -1.752 2.765 -0.130
S -0.991 -0.507 2.507

***

Model x:
21
Properties=species:S:1:pos:R:3 method="wB97M-V/def2-TZVPD" total_charge=0 smiles="NCC(=O)N[C@@H](CS)C(=O)O" lumo_ev=0.60
C 2.644 -0.226 0.203
C 1.231 0.165 0.675
C -1.179 0.122 0.285
C -2.073 -1.061 0.078
C -1.734 1.332 -0.525
H 2.912 -0.833 -1.809
H 3.141 -1.991 -0.653
H 3.238 0.656 -0.023
H 3.081 -0.720 1.073
H 0.433 -0.847 -0.787
H -1.168 0.354 1.349
H -2.728 1.548 -0.114
H -1.797 1.024 -1.574
H -0.513 2.830 0.824
H -3.769 -1.696 0.561
N 2.618 -1.168 -0.917
N 0.178 -0.235 -0.055
O 1.149 0.808 1.741
O -1.774 -2.045 -0.553
O -3.270 -0.851 0.685
S -0.621 2.834 -0.464

***

Model y:
21
Properties=species:S:1:pos:R:3 method="wB97M-V/def2-TZVPD" total_charge=0 smiles="N[C@@H](CS)C(=O)NCC(=O)O" lumo_ev=-0.13
C -1.450 0.289 0.257
C -0.141 -0.477 0.248
C -2.635 -0.625 -0.260
C 2.238 -0.569 0.190
C 3.436 0.361 -0.008
H -2.299 1.947 0.026
H -1.095 1.612 -1.125
H -1.776 0.395 1.243
H -2.642 -1.609 0.210
H -2.516 -0.898 -1.428
H -4.247 0.406 1.338
H 1.011 1.227 0.193
H 2.429 -1.209 1.009
H 2.082 -1.177 -0.774
H 4.303 -1.325 -0.894
N -1.281 1.656 -0.129
N 1.020 0.194 0.252
O -0.114 -1.715 0.091
O 3.332 1.571 0.061
O 4.574 -0.283 -0.344
S -4.228 0.228 -0.156

***

Relative calculated energies, zero for the most stable structure, unit kJ/mol: model w 42.5; model x 0.0; model y 203.5.

***

Model w:
21
Properties=species:S:1:pos:R:3 method="wB97M-V/def2-TZVPD" total_charge=0 lumo_ev=0.51
C 0.445 0.144 1.548
C 0.896 -0.215 0.159
N -0.149 0.073 -0.803
C -0.043 -0.305 -2.118
N 1.298 -0.400 -2.555
N -1.098 -0.441 -2.809
H -0.574 -0.083 1.836
H 1.085 -0.233 2.337
H 0.499 1.224 1.722
H 1.218 -1.262 0.118
H 1.773 0.361 -0.121
H -1.100 0.060 -0.464
H 1.783 -1.194 -2.151
H 1.327 -0.503 -3.562
H -0.946 -0.684 -3.778
H 4.492 -0.743 1.388
H 3.205 -1.203 2.169
O 4.143 -1.354 2.040
H -5.489 2.630 2.038
H -6.362 1.717 1.172
O -6.403 2.414 1.834

***

Model x:
21
Properties=species:S:1:pos:R:3 method="wB97M-V/def2-TZVPD" total_charge=0 lumo_ev=0.79
C 1.627 -0.671 -1.500
C -0.656 -0.921 -1.134
C -0.782 -1.818 0.094
O 2.202 -0.052 -0.578
H 1.217 1.205 -0.188
H 1.665 -1.767 -1.530
H 1.439 -0.187 -2.472
H -1.611 -0.410 -1.321
H -0.518 -1.514 -2.039
H -1.490 -2.640 -0.054
H 0.186 -2.248 0.365
H -1.132 -1.247 0.957
N -0.204 1.846 1.186
N 0.204 1.528 -0.141
N 0.646 1.194 2.065
O -1.564 1.272 1.281
H -2.114 2.054 1.394
H -0.214 0.357 -0.658
H 0.085 2.360 -0.707
H 0.412 1.480 3.006
H 0.602 0.178 1.974

***

Relative calculated energies, zero for the most stable structure, unit kJ/mol: model w 0.0; model x 578.8.

***

Model w:
9
Properties=species:S:1:pos:R:3 method="wB97M-V/def2-TZVPD" total_charge=0 smiles="O=CC(=O)CBr" lumo_ev=-0.25
C 0.167 -0.183 0.463
C -1.402 0.190 1.277
C 1.002 -0.088 -1.166
O 0.904 -0.592 1.299
O -2.284 0.950 0.970
Br -0.178 0.638 -2.477
H -1.266 -0.444 2.256
H 1.311 -1.062 -1.559
H 1.746 0.590 -1.062

***

Model x:
9
Properties=species:S:1:pos:R:3 method="wB97M-V/def2-TZVPD" total_charge=0 smiles="O=C[C@@]1(Br)CO1" lumo_ev="-0.66 / -0.66"
C -0.256 -1.398 -0.008
C 0.690 1.025 0.087
C -0.445 0.058 0.124
O -1.145 -2.191 0.079
O 0.429 0.768 -1.241
Br -2.187 0.688 0.261
H 0.799 -1.679 -0.179
H 0.453 2.041 0.422
H 1.663 0.689 0.456

***

Relative calculated energies, zero for the most stable structure, unit kJ/mol: model w 15.8; model x 0.0.

***

Model w:
19
Properties=species:S:1:pos:R:3 method="wB97M-V/def2-TZVPD" total_charge=+1 lumo_ev=-3.71
C 2.274 -1.390 -0.986
C 3.417 -1.002 -0.034
H 1.362 -0.811 -0.771
H 2.055 -2.450 -1.081
H 2.519 -1.052 -2.002
H 2.908 -0.939 0.924
H 4.200 -1.762 -0.037
H 3.964 -0.083 -0.226
C -2.140 -0.204 -0.498
N -1.761 0.545 0.757
C -1.812 2.030 0.779
H -2.049 -1.273 -0.306
H -3.202 -0.013 -0.652
H -1.522 0.053 -1.348
H -0.768 0.314 0.858
H -2.352 0.204 1.497
H -1.504 2.519 -0.143
H -1.134 2.430 1.538
H -2.780 2.422 1.079

***

Model x:
19
Properties=species:S:1:pos:R:3 method="wB97M-V/def2-TZVPD" total_charge=+1 lumo_ev=-3.90
C 2.390 -0.890 -0.837
N 2.201 0.432 -0.100
H 1.529 -0.850 -1.485
H 3.413 -1.158 -1.148
H 2.439 -1.665 -0.057
H 2.915 0.547 0.622
H 1.280 0.588 0.354
H 2.295 1.235 -0.727
C -1.340 -1.083 0.525
C -1.417 0.410 0.751
C -2.227 1.224 -0.241
H -2.303 -1.587 0.421
H -0.917 -1.628 1.371
H -0.716 -1.358 -0.341
H -0.377 0.798 0.755
H -1.835 0.690 1.723
H -2.454 2.241 0.067
H -1.723 1.373 -1.197
H -3.152 0.681 -0.456

***

Relative calculated energies, zero for the most stable structure, unit kJ/mol: model w 0.0; model x 15.8.

***

Model w:
19
Properties=species:S:1:pos:R:3 method="wB97M-V/def2-TZVPD" total_charge=+1 lumo_ev=-3.59
C 1.776 -0.378 -0.164
C 1.564 -1.030 1.238
N 1.442 1.158 0.190
H 2.849 -0.641 -0.392
H 0.971 -0.937 -0.839
H 0.806 -1.857 1.040
H 0.922 -0.503 2.005
H 0.457 1.347 -0.035
H 1.396 1.316 1.180
H 2.055 1.763 -0.173
H 2.460 -1.559 1.676
C -2.438 0.297 0.013
C -2.290 -0.133 -1.395
H -3.058 1.150 0.191
H -2.804 -0.502 0.662
H -1.385 0.561 0.493
H -1.765 0.750 -2.050
H -1.530 -0.924 -1.393
H -3.139 -0.604 -1.845

***

Model x:
19
Properties=species:S:1:pos:R:3 method="wB97M-V/def2-TZVPD" total_charge=+1 lumo_ev=-3.68
C -2.613 -0.367 -0.426
N -1.635 0.209 0.560
H -3.087 0.431 -0.979
H -3.336 -0.970 0.114
H -2.057 -1.059 -1.047
H -0.840 0.619 0.057
H -2.052 0.975 1.099
H -1.306 -0.491 1.223
C 1.687 -0.834 0.885
C 1.436 -0.385 -0.549
C 1.409 1.192 -0.621
H 0.806 -0.765 1.530
H 2.021 -1.875 0.910
H 2.459 -0.227 1.339
H 2.310 -0.530 -1.180
H 0.530 -0.722 -1.044
H 1.523 1.544 -1.638
H 2.235 1.601 -0.041
H 0.510 1.654 -0.191

***

Relative calculated energies, zero for the most stable structure, unit kJ/mol: model w 162.9; model x 0.0.

***

Model w:
19
Properties=species:S:1:pos:R:3 method="wB97M-V/def2-TZVPD" total_charge=-1 smiles=N[C@@H](CO)CNC[O-] lumo_ev=3.41
C -0.725 -0.282 0.166
N -0.466 -0.536 -1.253
C -1.522 -1.544 -1.911
O -2.545 -0.810 -2.157
C 0.273 0.753 0.643
C 1.622 0.039 0.397
O 2.688 0.962 0.570
N -0.083 1.277 1.964
H -0.772 -1.092 0.861
H -1.743 0.181 0.288
H -0.561 0.237 -1.944
H -0.952 -1.953 -2.796
H -1.611 -2.237 -1.020
H 0.337 1.721 -0.137
H 1.895 -0.339 -0.515
H 1.734 -0.592 1.193
H 2.255 1.756 0.947
H 0.596 1.971 2.270
H -0.419 0.490 2.433

***

Model x:
19
Properties=species:S:1:pos:R:3 method="wB97M-V/def2-TZVPD" total_charge=-1 lumo_ev=3.77
C -1.674 0.795 1.933
N -1.541 1.373 0.726
C -0.906 2.637 0.718
O -1.480 1.400 3.033
H -2.078 -0.244 1.830
H -1.079 0.473 -0.237
H -1.383 3.290 1.477
H -0.907 3.145 -0.240
H 0.189 2.550 1.043
C 0.660 -0.443 -1.066
O -0.671 -0.109 -1.175
C 0.786 -1.968 -0.964
N 2.191 -2.419 -0.841
H 1.251 -0.047 -1.918
H 1.049 0.005 -0.187
H 0.261 -2.276 -0.093
H 0.314 -2.442 -1.872
H 2.238 -3.383 -0.481
H 2.779 -2.337 -1.685

***

Relative calculated energies, zero for the most stable structure, unit kJ/mol: model w 278.3; model x 0.0.

***

Model w:
43
Properties=species:S:1:pos:R:3 method="wB97M-V/def2-TZVPD" total_charge=0 smiles="COc1cc(CN2CCCCCC2)c([N+](=O)[O-])cc1OC" lumo_ev=0.32
C -4.362 -2.176 -0.309
H -4.145 -2.412 -1.355
H -5.406 -2.404 -0.098
H -3.723 -2.776 0.345
O -4.224 -0.799 -0.049
C -3.016 -0.199 -0.261
C -1.892 -0.901 -0.689
C -0.676 -0.284 -0.931
C -0.591 1.087 -0.717
C -1.678 1.801 -0.248
C -2.905 1.187 -0.019
O -3.870 2.033 0.421
C -5.166 1.583 0.752
H -5.691 2.474 1.096
H -5.684 1.167 -0.114
H -5.145 0.842 1.553
H -1.597 2.860 -0.062
N 0.635 1.796 -0.992
O 1.100 1.694 -2.106
O 1.065 2.519 -0.120
C 0.565 -1.039 -1.313
N 1.659 -0.602 -0.461
C 2.981 -0.917 -0.979
C 3.960 0.256 -0.870
C 3.942 0.994 0.473
C 3.662 0.110 1.688
C 2.166 -0.097 1.915
H 1.673 0.876 1.870
C 1.491 -1.034 0.915
H 0.421 -1.053 1.141
H 1.880 -2.060 1.053
H 2.003 -0.511 2.913
H 4.067 0.603 2.575
H 4.170 -0.852 1.589
H 3.183 1.776 0.444
H 4.909 1.486 0.598
H 3.734 0.975 -1.657
H 4.960 -0.143 -1.061
H 2.902 -1.184 -2.036
H 3.393 -1.793 -0.455
H 0.822 -0.792 -2.347
H 0.381 -2.126 -1.251
H -1.956 -1.967 -0.841

***

Model x:
43
Properties=species:S:1:pos:R:3 method="wB97M-V/def2-TZVPD" total_charge=0 smiles="O=C([C@H](CO)NC(=O)[C@H]1C[C@@]2(C1)C[C@]21CC1)N1CCCO1" lumo_ev=0.61
O 1.272 0.312 0.988
C 0.820 -0.144 -0.050
N 0.025 0.589 -0.873
C -0.344 1.948 -0.534
C 0.803 2.902 -0.865
O 0.362 4.214 -0.540
C -1.584 2.269 -1.377
O -1.685 1.856 -2.513
N -2.612 2.848 -0.683
C -2.546 3.998 0.210
C -4.014 4.164 0.558
C -4.643 3.913 -0.803
O -3.786 2.982 -1.477
C 1.064 -1.563 -0.489
C 2.412 -2.211 -0.092
C 1.612 -3.476 0.211
C 0.341 -2.665 0.348
C 1.783 -4.749 -0.415
C 1.897 -4.714 1.144
C 3.234 -5.405 1.602
C 2.751 -4.286 2.368
H -0.348 0.210 -1.729
H -0.564 2.000 0.532
H 1.671 2.603 -0.273
H 1.032 2.805 -1.930
H 1.076 4.834 -0.708
H -1.892 3.776 1.049
H -2.160 4.876 -0.314
H -4.316 3.406 1.280
H -4.255 5.149 0.953
H -5.636 3.467 -0.759
H -4.686 4.831 -1.394
H 0.863 -1.705 -1.552
H 3.218 -2.245 -0.822
H 2.749 -1.735 0.834
H 0.220 -2.317 1.376
H -0.587 -3.092 -0.024
H 0.969 -5.363 -0.787
H 2.712 -4.843 -0.974
H 3.062 -6.418 1.934
H 4.140 -5.259 1.013
H 3.337 -3.377 2.261
H 2.236 -4.384 3.316

***

Relative calculated energies, zero for the most stable structure, unit kJ/mol: model w 0.0; model x 287.9.

***

Model w:
54
Properties=species:S:1:pos:R:3 method="wB97M-V/def2-TZVPD" total_charge=0 smiles=CCO.CCO.CCO.CCO.CCO.CCO lumo_ev=0.37
C -6.544 14.134 15.858
C -6.069 15.476 16.510
O -6.705 16.591 16.036
H -7.516 13.710 16.111
H -5.864 13.330 16.143
H -6.432 14.052 14.777
H -5.003 15.699 16.459
H -6.296 15.351 17.569
H -6.472 17.377 16.535
C -11.098 16.779 19.061
C -11.841 16.908 20.424
O -12.588 15.757 20.521
H -10.353 15.986 19.115
H -10.467 17.664 18.975
H -11.779 16.575 18.235
H -12.564 17.713 20.285
H -11.173 17.207 21.232
H -13.210 15.672 19.795
C -9.603 15.696 15.221
C -9.503 15.896 16.781
O -10.258 16.936 17.292
H -9.512 16.581 14.590
H -10.539 15.208 14.950
H -8.785 15.015 14.988
H -8.468 15.961 17.116
H -9.986 15.090 17.334
H -9.695 17.501 17.827
C -8.268 12.777 13.588
C -9.468 11.970 14.173
O -9.849 10.996 13.274
H -8.471 13.159 12.587
H -7.288 12.302 13.585
H -8.063 13.667 14.183
H -10.235 12.743 14.222
H -9.254 11.654 15.194
H -10.796 10.867 13.370
C -9.926 19.780 17.802
C -11.173 19.959 16.916
O -11.130 19.079 15.916
H -9.686 18.749 18.063
H -9.848 20.270 18.772
H -9.000 20.147 17.360
H -11.229 20.999 16.594
H -12.068 19.864 17.532
H -10.959 18.249 16.368
C -11.765 14.178 13.952
C -11.852 14.333 12.382
O -11.527 13.191 11.638
H -10.710 14.115 14.220
H -12.198 13.238 14.293
H -12.238 15.035 14.431
H -11.381 15.243 12.012
H -12.857 14.473 11.985
H -11.090 13.450 10.823

***

Model x:
54
Properties=species:S:1:pos:R:3 method="wB97M-V/def2-TZVPD" total_charge=0 smiles=CCO.CCO.CCO.CCO.CCO.CCO lumo_ev=0.43
C -14.890 4.143 -0.630
C -16.286 3.660 -0.263
O -16.195 2.670 0.773
H -14.994 4.774 -1.571
H -14.159 3.341 -0.785
H -14.418 4.723 0.159
H -16.784 3.244 -1.148
H -16.950 4.496 0.037
H -17.044 2.396 1.057
C -11.257 3.163 2.684
C -12.546 3.552 1.994
O -13.608 2.701 2.278
H -10.670 4.030 2.662
H -10.778 2.289 2.323
H -11.543 2.957 3.773
H -12.364 3.547 0.902
H -12.897 4.558 2.321
H -14.235 2.858 1.534
C -16.877 -0.400 3.585
C -15.420 -0.350 3.946
O -14.994 0.986 4.288
H -17.184 0.384 2.835
H -17.520 -0.243 4.421
H -17.088 -1.421 3.243
H -14.953 -0.702 2.992
H -15.176 -1.011 4.794
H -14.257 1.170 3.694
C -20.191 4.265 2.112
C -20.323 2.905 1.441
O -19.127 2.642 0.775
H -21.175 4.439 2.574
H -20.035 5.081 1.390
H -19.377 4.204 2.854
H -21.223 2.970 0.802
H -20.594 2.153 2.223
H -19.327 2.162 -0.040
C -17.399 10.192 1.551
C -17.678 8.669 1.719
O -16.470 8.064 2.219
H -18.167 10.590 0.880
H -16.478 10.406 1.094
H -17.481 10.713 2.499
H -17.857 8.318 0.724
H -18.557 8.424 2.327
H -16.583 7.118 2.324
C -14.957 6.020 4.508
C -15.709 4.787 3.995
O -16.138 4.974 2.616
H -15.597 6.917 4.470
H -14.017 6.208 3.961
H -14.697 5.831 5.553
H -16.703 4.633 4.490
H -15.182 3.823 4.064
H -16.142 4.113 2.214

***

Relative calculated energies, zero for the most stable structure, unit kJ/mol: model w 616.7; model x 0.0.